(1)
188
Properties=species:S:1:pos:R:3:mulliken_charge:R:1 method="wB97M-V/def2-TZVPD" relative_energy_kj_mol=1245.9 e_tot_ev=-194973.4834 homo_energy_ev=-8.65 total_charge=+2 gap_ev=0.89
C 2.62 1.22 2.92 -0.39
N 2.04 0.56 1.78 1.06
C 0.85 0.04 1.95 -0.76
C 0.24 -0.85 1.04 -1.16
C 0.86 -1.15 -0.18 -0.27
C 2.08 -0.56 -0.39 0.38
C 2.72 0.26 0.65 -1.00
C 0.20 -1.93 -1.27 2.21
C -0.65 -2.98 -0.96 -1.90
C -1.37 -3.60 -2.03 -0.77
N -1.22 -3.20 -3.31 1.57
C -0.29 -2.31 -3.62 -0.23
C 0.42 -1.59 -2.63 -0.75
C -2.10 -3.74 -4.35 0.72
H 1.94 1.88 3.46 0.02
H 3.43 1.87 2.59 -0.20
H 3.11 0.50 3.58 0.43
H 0.31 0.25 2.86 0.74
H -0.72 -1.20 1.39 0.62
H 2.65 -0.75 -1.29 -0.32
H 3.72 0.62 0.51 0.80
H -0.61 -3.23 0.09 0.53
H -2.17 -4.31 -1.88 0.65
H -0.16 -2.07 -4.67 0.46
H 1.03 -0.74 -2.86 0.16
H -2.05 -3.16 -5.27 -0.29
H -3.14 -3.69 -4.01 -0.82
H -1.80 -4.76 -4.55 0.09
C -1.97 12.25 0.66 -0.91
N -1.08 11.11 0.70 0.00
C -0.37 10.71 -0.38 -0.23
C 0.46 9.58 -0.29 -0.56
C 0.58 8.86 0.90 0.64
C -0.12 9.34 2.00 -0.63
C -0.99 10.46 1.87 -0.31
C 1.61 7.70 1.02 0.80
C 2.55 7.62 2.10 -0.75
C 3.46 6.53 2.07 -0.27
N 3.32 5.58 1.15 0.17
C 2.47 5.62 0.16 -0.45
C 1.54 6.65 0.09 -0.78
C 4.14 4.33 1.37 -0.77
H -1.75 12.97 1.44 0.34
H -2.95 11.79 0.80 0.40
H -1.95 12.78 -0.29 0.32
H -0.56 11.16 -1.35 0.40
H 1.00 9.12 -1.10 0.51
H -0.11 8.84 2.96 0.49
H -1.52 10.85 2.73 0.46
H 2.57 8.43 2.82 0.59
H 4.22 6.33 2.81 0.49
H 2.43 4.81 -0.56 0.70
H 0.86 6.82 -0.73 0.55
H 4.34 4.11 2.42 0.54
H 5.08 4.52 0.85 0.40
H 3.75 3.40 0.96 -0.13
C 1.80 -5.88 -4.48 -0.89
N 2.61 -4.79 -3.96 0.18
C 3.13 -3.83 -4.83 -0.82
C 3.79 -2.72 -4.32 -0.84
C 4.04 -2.61 -2.93 0.78
C 3.45 -3.52 -2.05 -0.26
C 2.68 -4.59 -2.63 -0.55
C 4.87 -1.47 -2.44 0.71
C 4.65 -0.24 -3.03 -0.38
C 5.45 0.89 -2.59 -0.77
N 6.27 0.75 -1.52 0.23
C 6.61 -0.48 -1.03 -0.44
C 5.82 -1.61 -1.44 -0.41
C 7.06 1.87 -0.90 -0.71
H 1.75 -6.73 -3.80 0.38
H 2.31 -6.26 -5.37 0.41
H 0.78 -5.57 -4.71 0.23
H 2.90 -4.01 -5.87 0.53
H 4.31 -2.08 -5.02 0.65
H 3.45 -3.34 -0.98 0.60
H 2.07 -5.24 -2.02 0.49
H 3.98 -0.03 -3.85 0.44
H 5.32 1.85 -3.08 0.44
H 7.38 -0.53 -0.28 0.39
H 5.98 -2.64 -1.14 0.68
H 6.39 2.71 -0.76 0.12
H 7.77 2.07 -1.70 0.51
H 7.67 1.53 -0.06 0.12
C -6.99 -3.83 -4.28 -1.32
N -5.91 -3.04 -3.67 0.39
C -5.47 -3.26 -2.41 -0.86
C -4.54 -2.39 -1.85 -0.34
C -4.05 -1.27 -2.54 1.19
C -4.46 -1.19 -3.87 -0.91
C -5.41 -2.06 -4.41 -0.42
C -3.23 -0.20 -1.88 1.06
C -2.42 0.67 -2.62 -0.77
C -1.83 1.80 -1.99 -0.64
N -1.84 1.89 -0.67 0.25
C -2.54 1.06 0.07 -0.73
C -3.22 -0.01 -0.54 -0.64
C -1.06 2.98 -0.02 -0.37
H -7.97 -3.54 -3.91 0.38
H -7.00 -4.85 -3.87 0.45
H -6.88 -4.10 -5.33 0.46
H -6.04 -4.02 -1.90 0.46
H -4.33 -2.54 -0.81 0.45
H -4.05 -0.38 -4.46 0.40
H -5.78 -1.92 -5.41 0.52
H -2.35 0.51 -3.69 0.33
H -1.25 2.62 -2.40 0.49
H -2.72 1.43 1.07 0.66
H -3.95 -0.52 0.07 0.70
H -1.76 3.72 0.34 0.47
H -0.40 3.45 -0.76 -0.01
H -0.45 2.58 0.79 -0.06
C -4.46 -0.82 3.11 -0.93
N -3.64 -0.30 4.17 0.50
C -4.13 0.64 5.00 -0.45
C -3.56 0.97 6.21 -0.78
C -2.28 0.45 6.58 0.77
C -1.82 -0.58 5.74 -0.70
C -2.48 -0.91 4.53 -0.49
C -1.46 0.83 7.74 1.16
C -2.18 1.29 8.84 -0.92
C -1.44 1.67 9.98 -0.31
N -0.13 1.51 10.07 0.04
C 0.61 1.10 8.98 -0.55
C -0.04 0.80 7.77 -0.51
C 0.61 1.99 11.27 -0.88
H -5.11 -0.02 2.76 0.44
H -5.16 -1.59 3.45 0.40
H -3.84 -1.06 2.25 0.15
H -5.06 1.11 4.74 0.41
H -4.12 1.63 6.86 0.35
H -0.86 -1.04 5.93 0.51
H -2.06 -1.71 3.94 0.75
H -3.24 1.49 8.87 0.41
H -1.88 1.86 10.95 0.34
H 1.67 1.19 9.12 0.43
H 0.53 0.54 6.88 0.68
H 0.69 3.06 11.11 0.39
H 1.59 1.51 11.32 0.33
H 0.04 1.81 12.18 0.31
N -4.27 -6.05 -3.74 0.03
S -3.23 -7.09 -3.52 0.75
O -1.93 -7.07 -4.25 -0.47
O -3.75 -8.40 -3.03 -0.62
F -2.76 -6.37 -2.11 -0.26
S -4.52 -6.41 -5.44 1.04
O -3.98 -7.63 -6.12 -0.53
O -4.61 -5.18 -6.27 -0.56
F -6.03 -6.73 -5.12 -0.26
N 0.49 -6.85 -0.90 0.01
S -0.25 -6.56 0.40 0.75
O 0.12 -7.35 1.55 -0.64
O -1.62 -6.01 0.35 -0.56
F 0.49 -5.20 0.58 -0.25
S -0.02 -8.46 -1.13 0.88
O -1.45 -8.76 -1.13 -0.47
O 0.91 -9.47 -0.67 -0.59
F 0.22 -8.48 -2.74 -0.26
O -0.13 -3.29 3.60 -0.14
C 0.66 -2.77 4.52 0.47
O 0.62 -3.34 5.67 -0.82
O 1.38 -1.82 4.25 -0.56
H -0.61 -4.00 4.03 0.19
O -0.77 -4.61 -8.45 -0.50
C 0.13 -4.76 -7.55 0.66
O 0.32 -3.81 -6.76 -0.57
O 0.83 -5.82 -7.50 -0.79
H -0.79 -3.71 -8.13 0.39
O 7.68 1.15 3.52 -0.53
C 6.45 0.68 3.28 0.58
O 5.57 0.57 4.13 -0.68
O 6.16 0.50 2.06 -0.56
H 7.86 1.19 2.58 0.33
O -1.93 -1.47 -8.03 -0.58
C -2.51 -1.01 -6.94 0.77
O -3.71 -0.84 -6.92 -0.76
O -1.83 -0.74 -5.94 -0.61
H -1.09 -1.58 -7.57 0.26
O 1.57 3.65 -2.67 -0.56
C 2.01 2.53 -2.07 -0.07
O 1.23 1.60 -2.06 0.00
O 3.12 2.54 -1.51 -0.38
H 2.38 4.17 -2.70 0.38
O 0.13 2.76 4.42 -0.29
C -1.14 2.82 4.03 0.40
O -1.86 3.68 4.52 -0.86
O -1.54 2.04 3.22 -0.32
H -0.04 3.58 4.89 0.26



(2)
165
Properties=species:S:1:pos:R:3:lowdin_spin:R:1 method="wB97M-V/def2-TZVPD" relative_energy_kj_mol=0.0 e_tot_ev=-203019.8045 multiplicity=2 homo_energy_ev="-8.72 / -8.74" total_charge=+1 gap_ev="4.72 / 4.66"
Ti 0.94 0.39 -0.61 0.91
C 3.33 2.48 -4.82 0.00
C 3.24 1.76 -3.47 0.00
C 4.30 2.34 -2.53 0.00
P 1.50 1.65 -2.79 0.00
C 0.73 0.64 -4.12 0.01
N 0.17 -0.64 -3.71 0.01
Ge -0.26 -1.97 -1.50 -0.01
N 0.79 -3.61 -1.50 0.00
C 1.84 -3.86 -0.51 0.00
P 1.25 -3.34 1.17 0.00
C 2.80 -2.94 2.13 0.00
C 2.53 -3.09 3.63 0.00
C 4.12 -3.63 1.74 0.00
C 0.70 -5.00 1.84 0.00
C 1.79 -6.07 2.02 0.00
C -0.41 -5.56 0.94 0.00
C 0.94 -4.23 -2.74 0.00
C 1.93 -5.16 -3.06 0.00
C 2.02 -5.67 -4.35 0.00
C 1.16 -5.25 -5.35 0.00
C 0.15 -4.34 -5.03 0.00
C 0.03 -3.86 -3.74 0.00
N -1.09 -3.03 -3.28 0.00
C -1.57 -2.15 -4.36 0.00
C -2.69 -2.43 -5.13 0.00
C -2.96 -1.71 -6.29 0.00
C -2.08 -0.71 -6.67 0.00
C -1.02 -0.37 -5.85 0.00
C -0.77 -1.03 -4.62 0.00
C -2.15 -3.89 -2.72 0.00
C -2.63 -5.02 -3.37 0.00
C -3.74 -5.68 -2.89 0.00
C -4.40 -5.17 -1.78 0.00
C -3.86 -4.10 -1.08 0.00
C -2.66 -3.49 -1.50 0.00
N -1.97 -2.54 -0.78 -0.01
C -2.26 -2.51 0.67 0.00
P -2.82 -0.96 1.52 0.00
C -4.61 -1.01 0.96 0.00
C -5.53 -0.11 1.78 0.00
C -4.72 -0.64 -0.52 0.00
C -3.07 -1.77 3.20 0.00
C -1.89 -2.64 3.64 0.00
C -3.32 -0.71 4.29 0.00
C 0.77 3.35 -2.87 0.00
C 1.73 4.38 -2.24 0.00
C 0.26 3.83 -4.23 0.00
H 4.30 2.27 -5.28 0.00
H 3.25 3.56 -4.70 0.00
H 2.56 2.16 -5.53 0.00
H 3.47 0.71 -3.63 0.00
H 4.26 3.43 -2.49 0.00
H 5.30 2.06 -2.89 0.00
H 4.21 1.97 -1.51 0.00
H 1.50 0.49 -4.88 0.00
H -0.04 1.29 -4.55 0.00
H 2.78 -3.37 -0.75 0.00
H 2.05 -4.93 -0.47 0.00
H 2.92 -1.87 1.93 0.00
H 2.56 -4.13 3.94 0.00
H 1.55 -2.69 3.90 0.00
H 3.29 -2.55 4.20 0.00
H 4.09 -4.70 1.92 0.00
H 4.93 -3.21 2.34 0.00
H 4.37 -3.47 0.69 0.00
H 0.28 -4.78 2.82 0.00
H 1.31 -7.02 2.27 0.00
H 2.49 -5.83 2.81 0.00
H 2.36 -6.24 1.10 0.00
H -0.01 -5.90 -0.02 0.00
H -1.19 -4.84 0.74 0.00
H -0.87 -6.43 1.43 0.00
H 2.65 -5.49 -2.32 0.00
H 2.79 -6.40 -4.58 0.00
H 1.25 -5.63 -6.36 0.00
H -0.54 -4.00 -5.79 0.00
H -3.35 -3.23 -4.85 0.00
H -3.82 -1.96 -6.90 0.00
H -2.22 -0.20 -7.61 0.00
H -0.34 0.41 -6.18 0.00
H -2.13 -5.38 -4.26 0.00
H -4.11 -6.57 -3.40 0.00
H -5.33 -5.61 -1.45 0.00
H -4.39 -3.71 -0.22 0.00
H -1.35 -2.78 1.20 0.00
H -3.01 -3.26 0.91 0.00
H -4.94 -2.05 1.08 0.00
H -5.15 0.92 1.80 0.00
H -5.64 -0.46 2.81 0.00
H -6.52 -0.09 1.33 0.00
H -3.95 -1.11 -1.13 0.00
H -4.63 0.44 -0.65 0.00
H -5.70 -0.95 -0.92 0.00
H -3.96 -2.40 3.11 0.00
H -0.94 -2.13 3.46 0.00
H -1.86 -3.61 3.14 0.00
H -1.96 -2.84 4.72 0.00
H -2.38 -0.23 4.57 0.00
H -3.74 -1.18 5.18 0.00
H -4.01 0.07 3.97 0.00
H -0.09 3.28 -2.22 0.00
H 2.47 4.73 -2.96 0.00
H 2.26 3.97 -1.38 0.00
H 1.17 5.25 -1.90 0.00
H 1.01 3.79 -5.01 0.00
H -0.06 4.87 -4.12 0.00
H -0.61 3.26 -4.55 0.00
S 8.00 -0.35 1.31 0.00
N 6.92 0.76 1.76 0.00
C 5.83 0.50 1.07 0.00
C 4.61 1.28 1.11 0.00
C 4.51 2.52 1.73 0.04
C 3.34 3.22 1.62 0.00
C 2.27 2.65 0.94 0.04
N 2.32 1.44 0.37 0.00
C 3.51 0.78 0.41 0.03
C 3.64 -0.37 -0.48 0.00
N 2.56 -0.66 -1.26 0.00
C 2.74 -1.45 -2.33 0.00
C 3.95 -2.08 -2.60 0.00
C 5.01 -1.89 -1.75 0.00
C 4.86 -1.00 -0.68 0.00
C 5.96 -0.61 0.19 0.00
N 7.14 -1.18 0.23 0.00
H 5.37 2.92 2.26 0.00
H 3.23 4.21 2.04 0.00
H 1.35 3.19 0.83 0.00
H 1.88 -1.56 -2.99 0.00
H 4.03 -2.71 -3.48 0.00
H 5.97 -2.38 -1.90 0.00
C 2.36 -0.16 4.48 0.00
C 0.93 -0.12 3.92 0.00
C 0.11 1.03 4.48 0.00
C 0.04 1.14 5.86 0.00
C -0.78 2.08 6.47 0.00
C -1.58 2.88 5.68 0.00
C -1.55 2.81 4.28 0.00
C -2.58 3.66 3.57 0.00
C -2.18 5.14 3.48 0.00
C -0.65 1.90 3.66 0.00
N -0.63 1.69 2.26 0.00
C -0.94 2.62 1.45 0.00
C -1.20 2.39 0.04 0.00
C -2.09 3.13 -0.72 0.00
C -2.32 2.41 -1.92 0.00
C -1.55 1.28 -1.86 0.00
N -0.84 1.24 -0.68 -0.01
H 2.99 -0.85 3.90 0.00
H 2.37 -0.50 5.52 0.00
H 2.82 0.83 4.45 0.00
H 0.43 -1.05 4.21 0.00
H 0.93 -0.08 2.84 0.00
H 0.61 0.45 6.48 0.00
H -0.83 2.15 7.55 0.00
H -2.28 3.57 6.14 0.00
H -3.51 3.59 4.13 0.00
H -2.79 3.27 2.57 0.00
H -2.09 5.57 4.48 0.00
H -2.94 5.71 2.94 0.00
H -1.22 5.28 2.98 0.00
H -1.11 3.64 1.77 0.00
H -2.56 4.05 -0.41 0.00
H -2.98 2.68 -2.73 0.00
H -1.48 0.48 -2.58 0.00